#w
Below is an isolated molecule of C5H10N2O4, with properties calculated with ωB97M-V with the def2-TZVPD basis set.

Geometry as XYZ:
```
21
C5H10N2O4 | the OMol25 dataset | ωB97M-V with the def2-TZVPD basis set
N 0.068 -2.004 -0.805
C -0.453 -0.916 -0.046
C -1.404 -1.549 1.034
O -1.874 -0.488 1.807
C 0.767 -0.351 0.802
O 1.433 -1.222 1.449
N 1.174 0.968 0.613
C 0.616 1.999 -0.201
C 0.585 1.384 -1.572
O 1.222 0.354 -1.732
O -0.394 1.756 -2.356
H 0.312 -1.682 -1.818
H 0.875 -2.325 -0.309
H -0.698 -0.227 -0.847
H -2.207 -2.068 0.593
H -0.959 -2.244 1.719
H -1.137 -0.060 2.242
H 1.846 1.141 1.433
H 1.365 2.733 -0.140
H -0.400 2.181 0.146
H -0.736 2.619 -2.013
```

## Properties
- highest occupied orbital energy (Eh) = -0.3220
- gap between HOMO and LUMO (eV) = 8.80
- LUMO level (Eh) = 0.0013
- SMILES = N[C@@H](CO)C(=O)NCC(=O)O

Mulliken population analysis, charges in e, atoms 1 to 4:
1. N -0.731
2. C 0.409
3. C -0.779
4. O -0.558

***

#x
Below is an isolated molecule of C5H10N2O4, with properties calculated with ωB97M-V with the def2-TZVPD basis set.

Geometry as XYZ:
```
21
C5H10N2O4 | the OMol25 dataset | ωB97M-V with the def2-TZVPD basis set
N 0.310 -1.226 1.020
C 1.020 0.027 0.654
C 2.080 -0.033 -0.565
O 2.657 -1.370 -0.643
C 0.301 1.312 0.352
O 0.859 2.373 0.585
N -0.882 1.389 -0.388
C -1.575 0.233 -0.937
C -2.849 -0.231 -0.137
O -3.963 -0.467 -0.531
O -2.628 -0.359 1.167
H 0.078 -1.357 1.961
H 0.505 -2.011 0.435
H 1.638 0.359 1.482
H 1.539 0.067 -1.536
H 2.912 0.749 -0.431
H 3.372 -1.388 0.011
H -1.072 2.345 -0.751
H -0.961 -0.669 -0.966
H -1.688 0.430 -2.040
H -1.651 -0.171 1.260
```

## Properties
- highest occupied orbital energy (Eh) = -0.3587
- gap between HOMO and LUMO (eV) = 10.11
- LUMO level (Eh) = 0.0127
- SMILES = N[C@@H](CO)C(=O)NCC(=O)O

Mulliken population analysis, charges in e, atoms 1 to 4:
1. N -0.445
2. C 0.107
3. C -0.574
4. O -0.521

***

The most stable arrangement is #x, and the next structure is 26.3 kcal/mol less stable.

***

#w
Below is a cluster of 2 separate species, C5H12OS in total, with properties calculated with ωB97M-V with the def2-TZVPD basis set.

Geometry as XYZ:
```
19
C5H12OS | the OMol25 dataset | ωB97M-V with the def2-TZVPD basis set
C -0.615 0.992 0.964
C 1.114 1.561 -0.899
C 1.096 -1.075 1.809
C -0.538 -1.468 -1.269
C 0.751 0.760 0.377
O 1.414 -0.356 0.749
S -1.848 -0.367 -1.890
H -0.554 1.206 2.091
H -1.066 1.723 0.331
H -1.265 0.130 0.984
H 1.811 0.965 -1.544
H 0.111 1.867 -1.354
H 1.579 2.514 -0.670
H 1.695 -1.939 2.043
H -0.781 -1.644 -0.176
H 0.194 -0.870 2.314
H 0.408 -1.030 -1.199
H -0.652 -2.331 -1.742
H -2.854 -0.637 -0.921
```

## Properties
- highest occupied orbital energy (spin up / spin down) (Eh) = -0.2682 / -0.2569
- gap between HOMO and LUMO (spin up / spin down) (eV) = 8.00 / 7.74
- LUMO level (spin up / spin down) (Eh) = 0.0260 / 0.0276

Mulliken population analysis, charges in e, atoms 1 to 4:
1. C -1.387
2. C -1.084
3. C -0.614
4. C -0.663

***

#x
Below is a cluster of 2 separate species, C5H12OS in total, with properties calculated with ωB97M-V with the def2-TZVPD basis set.

Geometry as XYZ:
```
19
C5H12OS | the OMol25 dataset | ωB97M-V with the def2-TZVPD basis set
C 0.929 0.029 0.828
C -0.164 0.696 -0.036
C -1.091 -0.394 -0.742
S -0.125 -1.497 -1.812
C 1.086 -2.035 -0.565
C 1.877 -0.908 0.017
H 0.539 -0.565 1.676
H 1.454 0.909 1.247
H 0.336 1.379 -0.749
H -0.758 1.315 0.664
H -1.844 0.037 -1.430
H -1.625 -1.049 -0.026
H 1.740 -2.744 -1.108
H 0.488 -2.618 0.162
H 2.603 -1.147 0.818
H 2.403 -0.298 -0.742
O -2.653 2.948 0.999
H -1.896 3.300 0.478
H -3.299 2.643 0.321
```

## Properties
- highest occupied orbital energy (Eh) = -0.3109
- gap between HOMO and LUMO (eV) = 9.16
- LUMO level (Eh) = 0.0259
- SMILES = C1CCSCC1.O

Mulliken population analysis, charges in e, atoms 1 to 4:
1. C -0.821
2. C -0.389
3. C -0.679
4. S -0.148

***

The most stable arrangement is #x, and the next structure is 99.3 kcal/mol less stable.

***

#w
Below is a cluster of 3 separate species, C3H13N2O3 in total, with properties calculated with ωB97M-V with the def2-TZVPD basis set.

Geometry as XYZ:
```
21
C3H13N2O3 | the OMol25 dataset | ωB97M-V with the def2-TZVPD basis set
C -1.019 0.384 -2.061
C -0.223 -0.684 -1.440
C 1.079 -0.451 -0.767
N 1.610 -1.584 -0.030
O 0.816 0.595 0.224
N -1.711 1.275 -1.133
H -0.334 1.022 -2.638
H -1.739 0.003 -2.791
H 1.845 -0.067 -1.446
H -0.444 -1.668 -1.851
H 2.229 -2.129 -0.627
H 0.851 -2.175 0.296
H -2.506 0.841 -0.677
H -0.100 0.424 0.512
H -1.127 1.648 -0.402
H 1.931 0.903 3.476
H 1.319 0.577 2.094
O 1.097 0.842 2.998
H -0.472 0.225 2.436
H -1.994 -0.003 2.102
O -1.109 0.022 1.725
```

## Properties
- highest occupied orbital energy (Eh) = -0.5333
- net charge = +1
- gap between HOMO and LUMO (eV) = 6.69
- LUMO level (Eh) = -0.2876

Mulliken population analysis, charges in e, atoms 1 to 4:
1. C -0.594
2. C -0.007
3. C 0.111
4. N -0.559

***

#x
Below is a cluster of 3 separate species, C3H13N2O3 in total, with properties calculated with ωB97M-V with the def2-TZVPD basis set.

Geometry as XYZ:
```
21
C3H13N2O3 | the OMol25 dataset | ωB97M-V with the def2-TZVPD basis set
C -0.722 0.390 -0.404
C -0.541 0.012 1.072
C 0.833 0.304 1.619
N 1.423 -0.709 2.266
O 1.280 1.437 1.559
N 0.504 1.086 -0.938
H -1.553 1.036 -0.650
H -0.899 -0.540 -0.927
H -1.206 0.525 1.760
H -0.745 -1.043 1.207
H 1.147 -1.670 2.150
H 2.306 -0.553 2.737
H 1.232 0.375 -1.006
H 0.704 1.831 -0.300
H 0.422 1.548 -1.845
H 1.897 -0.740 -3.523
H 2.990 -0.676 -2.397
O 2.230 -0.227 -2.780
H -3.781 -0.830 -0.639
H -4.149 -0.805 0.806
O -3.374 -0.751 0.232
```

## Properties
- highest occupied orbital energy (Eh) = -0.5111
- net charge = +1
- gap between HOMO and LUMO (eV) = 10.85
- LUMO level (Eh) = -0.1125

Mulliken population analysis, charges in e, atoms 1 to 4:
1. C -0.563
2. C -0.348
3. C 0.411
4. N -0.381

***

#y
Below is a cluster of 3 separate species, C3H13N2O3 in total, with properties calculated with ωB97M-V with the def2-TZVPD basis set.

Geometry as XYZ:
```
21
C3H13N2O3 | the OMol25 dataset | ωB97M-V with the def2-TZVPD basis set
N -0.375 1.494 -1.660
C -0.977 1.721 -0.395
C -0.390 0.703 0.699
N -0.547 -0.591 0.266
C -1.767 -1.177 0.673
O 0.903 1.047 1.004
H -0.774 2.048 -2.407
H -0.223 0.525 -1.903
H 0.765 -1.038 -0.914
H -2.054 1.521 -0.326
H -0.809 2.715 0.005
H -0.983 0.871 1.618
H -2.077 -1.929 -0.046
H -1.524 -1.595 1.668
H -2.560 -0.456 0.894
H 3.159 -1.256 0.308
H 1.184 -2.108 -1.889
O 1.489 -1.264 -1.515
H 1.448 0.230 1.116
H 3.380 -0.531 1.696
O 2.732 -0.931 1.108
```

## Properties
- highest occupied orbital energy (Eh) = -0.5182
- net charge = +1
- gap between HOMO and LUMO (eV) = 5.94
- LUMO level (Eh) = -0.2999

Mulliken population analysis, charges in e, atoms 1 to 4:
1. N -0.352
2. C -0.474
3. C 0.053
4. N -0.249

***

The most stable arrangement is #x, and the next structure is 104.8 kcal/mol less stable.

***

#w
Below is a structure of composition C13H19NO2, with properties calculated with ωB97M-V with the def2-TZVPD basis set.

Geometry as XYZ:
```
35
C13H19NO2 | the OMol25 dataset | ωB97M-V with the def2-TZVPD basis set
C -3.481 -2.834 0.909
C -2.320 -2.064 0.718
C -1.877 -1.291 -0.572
C -2.041 0.081 -0.398
C -3.176 0.655 -0.946
C -3.332 2.115 -0.560
C -2.322 2.736 0.172
C -1.139 2.186 0.316
C -1.094 0.814 0.165
O 0.039 -0.045 0.662
C 1.103 0.790 1.217
C 1.942 1.332 0.010
O 3.073 1.843 0.589
H 3.606 1.535 1.297
C 2.609 0.122 -0.928
N 3.551 -0.665 0.044
H 4.515 -0.251 0.026
C 3.878 -1.964 -0.618
H 4.355 -1.720 -1.807
H 4.662 -2.361 -0.004
H 2.968 -2.529 -0.765
H 1.679 -0.435 -0.914
H 3.006 0.705 -1.668
H 1.384 1.974 -0.318
H 0.923 1.500 1.731
H 1.802 -0.213 1.642
H -0.306 2.523 0.913
H -2.239 4.094 0.123
H -4.225 2.712 -0.838
H -3.979 0.268 -1.203
H -2.667 -1.577 -1.423
H -1.036 -1.697 -0.887
H -1.827 -1.799 1.604
H -3.840 -3.418 1.734
H -4.192 -3.122 -0.021
```

## Properties
- highest occupied orbital energy (Eh) = -0.3166
- gap between HOMO and LUMO (eV) = 9.42
- LUMO level (Eh) = 0.0295

Mulliken population analysis, charges in e, atoms 1 to 4:
1. C -0.890
2. C -0.097
3. C -0.928
4. C 1.014

***

#x
Below is a cluster of 2 separate species, C13H19NO2 in total, with properties calculated with ωB97M-V with the def2-TZVPD basis set.

Geometry as XYZ:
```
35
C13H19NO2 | the OMol25 dataset | ωB97M-V with the def2-TZVPD basis set
C -1.455 -2.657 -1.923
N -0.172 -2.063 -1.616
C 0.994 -2.831 -2.003
C -0.052 -0.846 -1.164
H -1.382 -3.747 -1.812
H -2.225 -2.255 -1.246
H -1.778 -2.450 -2.960
H 0.764 -3.901 -1.922
H 1.299 -2.632 -3.044
H 1.838 -2.568 -1.350
H 0.944 -0.400 -1.124
H -0.965 -0.253 -1.009
C 2.670 3.207 -2.273
C 1.324 2.844 -1.701
O 1.530 2.031 -0.553
C 0.355 1.683 0.049
C 0.567 0.559 0.964
C -0.338 0.262 2.003
C -1.730 0.605 1.909
C -2.639 0.132 2.849
C -2.212 -0.604 3.960
C -0.838 -0.856 4.136
C 0.082 -0.420 3.195
O -0.695 2.253 -0.227
H 2.520 3.758 -3.205
H 3.218 3.853 -1.583
H 3.272 2.320 -2.486
H 0.766 3.749 -1.429
H 0.732 2.264 -2.424
H 1.618 0.373 1.187
H -2.027 1.244 1.076
H -3.702 0.340 2.697
H -2.938 -0.993 4.668
H -0.505 -1.416 5.011
H 1.162 -0.584 3.348
```

## Properties
- highest occupied orbital energy (Eh) = -0.2259
- gap between HOMO and LUMO (eV) = 5.77
- LUMO level (Eh) = -0.0138

Mulliken population analysis, charges in e, atoms 1 to 4:
1. C -0.905
2. N 0.208
3. C -0.917
4. C -0.386

***

The most stable arrangement is #x, and the next structure is 183.2 kcal/mol less stable.

***

#w
Below is an isolated molecule of C7H7NO3, with properties calculated with ωB97M-V with the def2-TZVPD basis set.

Geometry as XYZ:
```
18
C7H7NO3 | the OMol25 dataset | ωB97M-V with the def2-TZVPD basis set
O 2.297 1.003 -0.449
N 1.434 1.680 0.029
O 1.416 2.878 0.368
C 0.158 0.933 0.084
C -0.983 1.559 -0.361
C -2.203 0.963 -0.350
C -2.224 -0.429 0.026
C -1.042 -1.155 0.189
C 0.225 -0.456 0.165
C 1.475 -1.144 0.484
O 2.280 -1.608 -0.632
H -0.959 2.618 -0.687
H -3.078 1.534 -0.668
H -3.222 -1.012 0.030
H -1.031 -2.278 0.440
H 1.178 -2.005 1.091
H 2.288 -0.613 1.144
H 1.992 -2.469 -0.905
```

## Properties
- highest occupied orbital energy (Eh) = -0.3649
- gap between HOMO and LUMO (eV) = 9.60
- LUMO level (Eh) = -0.0122
- SMILES = O=[N+]([O-])c1ccccc1CO

Mulliken population analysis, charges in e, atoms 1 to 4:
1. O -0.530
2. N 0.961
3. O -0.599
4. C -0.051

***

#x
Below is a structure of composition C7H7NO3, with properties calculated with ωB97M-V with the def2-TZVPD basis set.

Geometry as XYZ:
```
18
C7H7NO3 | the OMol25 dataset | ωB97M-V with the def2-TZVPD basis set
C -1.312 -0.347 -0.006
C -1.491 0.984 -0.023
C -0.381 1.855 -0.109
C 0.840 1.369 -0.076
C 1.084 0.005 -0.019
C 2.531 -0.506 0.014
C -0.046 -0.868 0.011
H -2.934 -1.280 -0.858
H -2.625 -1.387 0.772
H -2.783 1.439 -0.286
H -0.787 2.984 -0.075
H 1.438 2.241 -0.203
H 3.143 0.866 0.779
H -0.901 -2.539 0.239
N -2.340 -1.352 0.003
O 3.527 0.397 0.110
O 2.799 -1.656 -0.345
O 0.238 -2.205 0.073
```

## Properties
- highest occupied orbital energy (Eh) = -0.3279
- gap between HOMO and LUMO (eV) = 9.21
- LUMO level (Eh) = 0.0106

Mulliken population analysis, charges in e, atoms 1 to 4:
1. C 0.381
2. C -0.126
3. C -0.597
4. C -0.466

***

The most stable arrangement is #w, and the next structure is 2.0 kcal/mol less stable.

***

#w
Below is an isolated molecule of C10H12, with properties calculated with ωB97M-V with the def2-TZVPD basis set.

Geometry as XYZ:
```
22
C10H12 | the OMol25 dataset | ωB97M-V with the def2-TZVPD basis set
C -1.357 0.768 0.555
C -1.589 1.825 -0.199
C -2.253 -0.241 1.225
C -1.470 -0.756 2.406
C -0.122 -0.018 2.454
C 1.120 0.061 0.304
C 0.040 0.418 0.945
C -1.076 -0.115 3.712
C 1.601 -1.533 -1.480
C 1.244 -0.047 -1.155
H -0.857 2.546 -0.501
H -2.516 2.055 -0.662
H -3.036 0.380 1.561
H -2.635 -0.755 0.414
H -1.611 -1.830 2.496
H 0.713 -0.628 2.793
H 1.991 -0.315 0.817
H 1.925 -1.649 -2.508
H 0.687 -2.061 -1.287
H 2.341 -1.851 -0.776
H 0.266 0.141 -1.514
H 1.984 0.745 -1.551
```

## Properties
- highest occupied orbital energy (Eh) = -0.3122
- gap between HOMO and LUMO (eV) = 8.15
- LUMO level (Eh) = -0.0128

Mulliken population analysis, charges in e, atoms 1 to 4:
1. C 0.405
2. C -1.168
3. C -0.940
4. C 0.099

***

#x
Below is an isolated molecule of C10H12, with properties calculated with ωB97M-V with the def2-TZVPD basis set.

Geometry as XYZ:
```
22
C10H12 | the OMol25 dataset | ωB97M-V with the def2-TZVPD basis set
C -0.597 -2.582 3.307
C -0.515 -1.856 2.026
C -0.546 -1.121 1.074
C -0.532 -0.121 -0.080
C -0.977 1.229 0.086
C -0.575 1.972 -0.935
C 0.536 1.254 -1.671
C 1.993 1.690 -1.192
C 0.444 -0.178 -1.215
C -0.996 -0.770 -1.381
H -1.116 -3.631 3.327
H -1.132 -2.042 4.050
H 0.325 -2.683 3.832
H -1.652 1.563 0.803
H -0.788 3.065 -1.215
H 0.394 1.606 -2.734
H 2.498 1.032 -0.457
H 1.956 2.722 -0.789
H 2.742 1.718 -1.953
H 1.191 -0.861 -1.167
H -1.649 -0.186 -2.141
H -1.002 -1.821 -1.574
```

## Properties
- highest occupied orbital energy (Eh) = -0.3170
- gap between HOMO and LUMO (eV) = 9.63
- LUMO level (Eh) = 0.0370
- SMILES = CC#C[C@@]12C=C[C@@H](C)[C@@H]1C2

Mulliken population analysis, charges in e, atoms 1 to 4:
1. C -1.358
2. C 1.040
3. C -1.264
4. C 1.764

***

The most stable arrangement is #x, and the next structure is 68.5 kcal/mol less stable.